Record 1
This record from the OMol25 dataset describes a structure of composition C31H30N5O5PPtS2. The level of theory is ωB97M-V with the def2-TZVPD basis set.

Properties
2S+1: 5
expectation value of S²: 6.031
lowest unoccupied orbital energy (alpha / beta): -0.23 / -2.67 eV
F_max: 1.0 eV/A
ΔE to the lowest compared entry with this formula, charge and spin: 0.732 eV
E_HOMO (alpha / beta): -6.1 / -8.4 eV
gap between HOMO and LUMO (alpha / beta): 5.89 / 5.69 eV

Cartesian coordinates (Å):
Pt (-0.720, 0.908, 0.661)
N (-1.348, 2.939, 1.580)
C (-2.114, 3.586, 0.507)
C (-3.039, 2.596, -0.186)
O (-4.143, 2.948, -0.571)
N (-2.505, 1.343, -0.344)
C (-3.318, 0.375, -0.827)
C (-4.211, -0.822, 0.975)
O (-4.819, -1.637, 0.380)
O (-3.821, -0.216, 1.908)
H (-1.957, 2.710, 2.358)
H (-0.605, 3.538, 1.924)
H (-1.402, 3.962, -0.230)
H (-2.722, 4.421, 0.857)
H (-2.843, -0.531, -1.171)
H (-4.277, 0.659, -1.242)
C (0.681, 1.711, -0.902)
C (2.081, 1.699, -0.508)
C (2.825, 0.505, -0.472)
C (4.142, 0.487, -0.066)
C (4.776, 1.668, 0.329)
C (4.059, 2.866, 0.305)
C (2.740, 2.875, -0.107)
C (6.155, 1.658, 0.720)
N (7.263, 1.661, 1.029)
H (0.445, 1.004, -1.697)
H (0.322, 2.709, -1.150)
H (2.345, -0.419, -0.774)
H (4.697, -0.443, -0.055)
H (4.550, 3.786, 0.595)
H (2.198, 3.814, -0.138)
O (1.105, 4.544, 2.849)
C (1.606, 4.068, 4.092)
N (2.972, 3.644, 4.049)
C (3.484, 2.373, 3.916)
O (4.646, 2.153, 4.180)
C (2.594, 1.257, 3.459)
C (2.916, -0.030, 3.876)
C (2.144, -1.083, 3.430)
C (1.093, -0.827, 2.565)
N (0.803, 0.398, 2.122)
C (1.545, 1.421, 2.571)
H (1.638, 5.292, 2.558)
H (0.957, 3.241, 4.371)
H (1.519, 4.851, 4.848)
H (3.676, 4.292, 4.371)
H (3.766, -0.176, 4.529)
H (2.342, -2.099, 3.739)
H (0.462, -1.630, 2.213)
H (1.303, 2.392, 2.169)
S (1.248, -2.030, -2.713)
P (-0.553, -2.608, -2.104)
S (-0.395, -1.796, -0.277)
C (-1.914, -1.953, -3.070)
C (-3.183, -2.506, -2.897)
C (-4.273, -1.931, -3.527)
C (-4.095, -0.815, -4.334)
C (-2.832, -0.271, -4.514)
C (-1.737, -0.835, -3.878)
C (-0.789, -4.392, -2.053)
C (-1.176, -5.038, -0.886)
C (-1.385, -6.410, -0.898)
C (-1.201, -7.130, -2.068)
C (-0.810, -6.484, -3.234)
C (-0.606, -5.115, -3.231)
H (-3.323, -3.370, -2.258)
H (-5.261, -2.345, -3.376)
H (-4.950, -0.363, -4.820)
H (-2.700, 0.601, -5.139)
H (-0.749, -0.406, -3.992)
H (-1.307, -4.469, 0.026)
H (-1.689, -6.915, 0.010)
H (-1.361, -8.201, -2.073)
H (-0.663, -7.049, -4.146)
H (-0.300, -4.609, -4.139)

So, what does the Löwdin scheme give us? The charges, in e, come out as:
1. Pt 0.937
2. N -0.042
3. C -0.164
4. C -0.532
5. O 0.043
6. N -0.156
7. C -0.093
8. C -0.506
9. O 0.133
10. O 0.121
11. H 0.101
12. H 0.052
13. H 0.111
14. H 0.120
15. H 0.018
16. H 0.091
17. C -0.186
18. C -0.328
19. C -0.059
20. C -0.024
21. C -0.247
22. C -0.041
23. C -0.059
24. C -0.198
25. N 0.147
26. H 0.028
27. H 0.043
28. H 0.034
29. H 0.120
30. H 0.117
31. H 0.110
32. O -0.068
33. C -0.242
34. N 0.104
35. C -0.430
36. O 0.090
37. C -0.096
38. C 0.023
39. C -0.019
40. C -0.136
41. N -0.082
42. C -0.087
43. H 0.101
44. H 0.129
45. H 0.132
46. H 0.149
47. H 0.130
48. H 0.114
49. H 0.054
50. H 0.084
51. S 0.387
52. P 0.099
53. S 0.399
54. C -0.398
55. C -0.087
56. C -0.064
57. C -0.066
58. C -0.065
59. C -0.094
60. C -0.393
61. C -0.096
62. C -0.071
63. C -0.074
64. C -0.071
65. C -0.086
66. H 0.114
67. H 0.112
68. H 0.109
69. H 0.109
70. H 0.082
71. H 0.080
72. H 0.107
73. H 0.106
74. H 0.107
75. H 0.111

---

Record 2
This record from the OMol25 dataset describes a structure of composition C8H9N2O3PtS5Sb. The level of theory is ωB97M-V with the def2-TZVPD basis set.

Properties
2S+1: 2
expectation value of S²: 0.755
lowest unoccupied orbital energy (alpha / beta): -5.63 / -5.67 eV
F_max: 1.4 eV/A
total charge: +1
ΔE to the lowest compared entry with this formula, charge and spin: 0.000 eV
E_HOMO (alpha / beta): -12.1 / -12.1 eV
gap between HOMO and LUMO (alpha / beta): 6.44 / 6.40 eV

Cartesian coordinates (Å):
Pt (-0.290, 0.116, -1.207)
S (-1.301, 1.278, -5.256)
Sb (-2.805, 1.099, -3.475)
S (-2.030, -0.877, -2.235)
S (-1.569, 1.957, -1.557)
C (2.283, -1.521, -3.004)
S (1.986, 0.171, -2.652)
O (2.944, 0.969, -3.315)
O (0.514, 0.434, -3.037)
O (1.908, 0.300, -1.148)
H (2.237, -1.650, -4.083)
H (1.531, -2.135, -2.512)
H (3.278, -1.756, -2.632)
N (-1.478, -2.702, 0.312)
C (-1.153, -1.663, 1.084)
N (-0.679, -0.495, 0.664)
C (-0.411, 0.377, 1.755)
C (0.102, 1.665, 1.675)
C (0.309, 2.360, 2.854)
C (0.016, 1.789, 4.092)
C (-0.483, 0.502, 4.176)
C (-0.686, -0.187, 2.991)
S (-1.281, -1.813, 2.796)
H (-1.592, -2.588, -0.682)
H (-1.890, -3.519, 0.731)
H (0.350, 2.121, 0.726)
H (0.710, 3.363, 2.810)
H (0.185, 2.356, 4.997)
H (-0.704, 0.050, 5.134)

So, what does the Löwdin scheme give us? The charges, in e, come out as:
1. Pt 0.802
2. S 0.087
3. Sb 0.477
4. S 0.075
5. S 0.110
6. C -0.115
7. S 0.500
8. O -0.207
9. O -0.640
10. O -0.411
11. H 0.090
12. H 0.066
13. H 0.090
14. N 0.110
15. C -0.663
16. N -0.136
17. C -0.292
18. C -0.036
19. C -0.049
20. C -0.058
21. C -0.064
22. C -0.453
23. S 1.171
24. H -0.005
25. H 0.116
26. H 0.080
27. H 0.117
28. H 0.116
29. H 0.120

---

Record 3
This record from the OMol25 dataset describes a structure of composition C6H7N. The level of theory is ωB97M-V with the def2-TZVPD basis set.

Properties
lowest unoccupied orbital energy (alpha / beta): 0.69 / 0.73 eV
F_max: 0.6 eV/A
ΔE to the lowest compared entry with this formula, charge and spin: 5.544 eV
E_HOMO (alpha / beta): -7.1 / -7.0 eV
gap between HOMO and LUMO (alpha / beta): 7.80 / 7.70 eV

Cartesian coordinates (Å):
C (-0.333, 1.144, 0.728)
C (0.921, 0.370, 0.705)
C (0.914, -0.524, -0.482)
C (0.234, -1.668, 0.212)
N (-0.986, -1.528, -0.243)
C (-1.197, 0.748, -0.320)
C (-0.563, -0.369, -1.071)
H (0.437, 1.850, 0.211)
H (-0.668, 1.646, 1.637)
H (1.790, 0.586, 1.320)
H (1.818, -0.622, -1.096)
H (0.564, -2.299, 1.045)
H (-2.195, 1.134, -0.495)
H (-0.736, -0.468, -2.150)

So, what does the Löwdin scheme give us? The charges, in e, come out as:
1. C -0.230
2. C -0.072
3. C -0.217
4. C -0.145
5. N 0.101
6. C -0.053
7. C -0.290
8. H 0.197
9. H 0.130
10. H 0.108
11. H 0.131
12. H 0.110
13. H 0.097
14. H 0.132

---

Record 4
This record from the OMol25 dataset describes a cluster of 2 separate species, C5H5F6NO in total. The level of theory is ωB97M-V with the def2-TZVPD basis set.

Properties
lowest unoccupied orbital energy (alpha / beta): -1.04 / -0.60 eV
F_max: 3.4 eV/A
ΔE to the lowest compared entry with this formula, charge and spin: 4.423 eV
E_HOMO (alpha / beta): -10.1 / -9.5 eV
gap between HOMO and LUMO (alpha / beta): 9.02 / 8.91 eV

Cartesian coordinates (Å):
C (-0.679, -0.120, 0.966)
C (-0.772, 0.604, -0.340)
C (2.476, -0.067, -0.592)
C (2.676, 1.220, 0.125)
C (2.852, -1.299, 0.047)
N (-0.031, -0.649, -0.175)
O (2.248, 0.002, -1.909)
F (3.866, 1.781, 0.166)
F (2.234, 1.124, 1.367)
F (1.879, 2.223, -0.573)
F (2.345, -1.472, 1.308)
F (4.198, -1.519, 0.263)
F (2.342, -2.289, -0.734)
H (-0.109, 0.498, 1.670)
H (-1.538, -0.661, 1.360)
H (-1.408, 0.484, -1.154)
H (-0.059, 1.389, -0.409)
H (1.652, -0.710, -2.282)

So, what does the Löwdin scheme give us? The charges, in e, come out as:
1. C -0.181
2. C -0.144
3. C -0.151
4. C -0.508
5. C -0.528
6. N 0.085
7. O 0.112
8. F 0.190
9. F 0.172
10. F 0.041
11. F 0.122
12. F 0.127
13. F 0.130
14. H 0.107
15. H 0.105
16. H 0.083
17. H 0.070
18. H 0.166

---

Record 5
This record from the OMol25 dataset describes a cluster of 4 separate species, C2H12O3 in total. The level of theory is ωB97M-V with the def2-TZVPD basis set.

Properties
lowest unoccupied orbital energy: 0.32 eV
F_max: 1.2 eV/A
ΔE to the lowest compared entry with this formula, charge and spin: 0.546 eV
E_HOMO: -11.7 eV
gap between HOMO and LUMO: 12.01 eV

Cartesian coordinates (Å):
C (-4.233, -0.756, -2.049)
C (-2.900, -0.040, -2.219)
H (-4.194, -1.609, -1.357)
H (-4.622, -1.138, -2.981)
H (-4.956, -0.080, -1.567)
H (-2.079, -0.724, -2.433)
H (-2.997, 0.688, -3.015)
H (-2.565, 0.442, -1.304)
O (3.897, 4.031, 3.752)
H (4.461, 3.280, 4.012)
H (3.617, 3.844, 2.852)
O (4.659, -4.590, 1.320)
H (4.842, -3.688, 1.043)
H (4.045, -4.965, 0.684)
O (0.857, 1.691, 0.723)
H (1.263, 1.076, 1.343)
H (0.905, 2.538, 1.195)

So, what does the Löwdin scheme give us? The charges, in e, come out as:
1. C -0.179
2. C -0.174
3. H 0.061
4. H 0.053
5. H 0.064
6. H 0.058
7. H 0.058
8. H 0.059
9. O -0.066
10. H 0.044
11. H 0.022
12. O -0.060
13. H 0.030
14. H 0.030
15. O -0.064
16. H 0.030
17. H 0.034

---

Record 6
This record from the OMol25 dataset describes a structure of composition C31H30IN5O2SSbSe4Ti. The level of theory is ωB97M-V with the def2-TZVPD basis set.

Properties
2S+1: 2
expectation value of S²: 0.827
lowest unoccupied orbital energy (alpha / beta): 3.35 / 3.35 eV
F_max: 1.6 eV/A
total charge: -2
ΔE to the lowest compared entry with this formula, charge and spin: 0.073 eV
E_HOMO (alpha / beta): -1.4 / -2.1 eV
gap between HOMO and LUMO (alpha / beta): 4.75 / 5.47 eV

Cartesian coordinates (Å):
Ti (-1.289, -1.087, -1.006)
C (8.712, 7.097, -0.234)
O (7.389, 7.563, -0.149)
C (6.395, 6.627, -0.326)
C (5.089, 7.087, -0.181)
C (4.031, 6.213, -0.319)
C (4.245, 4.869, -0.615)
C (5.550, 4.421, -0.776)
C (6.625, 5.291, -0.632)
N (3.094, 4.024, -0.680)
N (3.335, 2.934, -1.306)
C (2.330, 2.023, -1.450)
C (2.652, 0.956, -2.315)
C (1.747, 0.012, -2.716)
C (0.426, 0.055, -2.237)
O (-0.524, -0.789, -2.692)
C (0.105, 1.009, -1.233)
N (-1.143, 0.919, -0.651)
C (-1.572, 1.849, 0.199)
C (-0.753, 2.886, 0.583)
C (0.548, 2.968, 0.085)
C (1.020, 2.043, -0.847)
H (9.353, 7.947, -0.007)
H (8.947, 6.728, -1.238)
H (8.904, 6.298, 0.489)
H (4.927, 8.134, 0.039)
H (3.011, 6.558, -0.207)
H (5.716, 3.380, -1.016)
H (7.629, 4.909, -0.763)
H (3.666, 0.943, -2.697)
H (2.007, -0.759, -3.430)
H (-2.587, 1.724, 0.559)
H (-1.123, 3.626, 1.279)
H (1.197, 3.769, 0.394)
I (-2.243, -3.520, -1.739)
C (-0.432, -4.657, -1.371)
C (-0.203, -5.956, -1.703)
C (1.026, -6.563, -1.362)
C (1.976, -5.852, -0.689)
C (1.751, -4.499, -0.323)
C (2.719, -3.776, 0.421)
C (2.461, -2.490, 0.791)
C (1.253, -1.866, 0.401)
C (0.272, -2.499, -0.324)
C (0.537, -3.867, -0.680)
H (-0.959, -6.532, -2.225)
H (1.204, -7.598, -1.628)
H (2.917, -6.315, -0.410)
H (3.648, -4.264, 0.695)
H (3.181, -1.935, 1.382)
H (1.110, -0.838, 0.737)
Se (-7.421, -1.653, -1.297)
Sb (-5.951, 0.269, -1.709)
Se (-3.594, -0.933, -1.495)
Se (-5.474, 1.712, 0.247)
Se (-5.932, 1.182, -3.943)
C (-6.208, -1.041, 3.595)
C (-6.015, -1.222, 2.097)
N (-4.616, -1.093, 1.712)
C (-3.600, -1.900, 1.918)
S (-1.976, -1.376, 1.684)
N (-3.738, -3.167, 2.381)
C (-4.869, -4.083, 2.260)
C (-5.234, -4.400, 0.818)
H (-7.271, -0.976, 3.827)
H (-5.730, -0.119, 3.928)
H (-5.780, -1.868, 4.167)
H (-6.529, -0.442, 1.535)
H (-6.430, -2.159, 1.736)
H (-4.396, -0.188, 1.289)
H (-2.833, -3.606, 2.425)
H (-5.727, -3.691, 2.805)
H (-4.560, -4.990, 2.786)
H (-5.568, -3.514, 0.276)
H (-6.049, -5.126, 0.790)
H (-4.375, -4.815, 0.290)

So, what does the Löwdin scheme give us? The charges, in e, come out as:
1. Ti 0.270
2. C -0.118
3. O -0.104
4. C -0.296
5. C -0.026
6. C -0.037
7. C -0.271
8. C -0.035
9. C -0.040
10. N 0.018
11. N 0.026
12. C -0.232
13. C -0.034
14. C -0.014
15. C -0.353
16. O -0.213
17. C -0.170
18. N -0.045
19. C -0.128
20. C -0.044
21. C -0.006
22. C -0.076
23. H 0.084
24. H 0.090
25. H 0.090
26. H 0.110
27. H 0.106
28. H 0.096
29. H 0.093
30. H 0.102
31. H 0.116
32. H 0.044
33. H 0.101
34. H 0.079
35. I 1.120
36. C -0.507
37. C -0.155
38. C -0.111
39. C -0.062
40. C -0.183
41. C -0.060
42. C -0.085
43. C -0.146
44. C -0.240
45. C -0.243
46. H 0.089
47. H 0.090
48. H 0.100
49. H 0.098
50. H 0.097
51. H 0.095
52. Se -0.229
53. Sb -0.245
54. Se -0.012
55. Se -0.112
56. Se -0.270
57. C -0.078
58. C -0.295
59. N -0.006
60. C -0.798
61. S 0.629
62. N 0.002
63. C -0.244
64. C -0.092
65. H 0.071
66. H 0.076
67. H 0.059
68. H 0.017
69. H 0.065
70. H -0.035
71. H 0.094
72. H 0.086
73. H 0.110
74. H 0.015
75. H 0.075
76. H 0.036

---

Q: What is the ΔE to the lowest compared entry with this formula, charge and spin in the sixth record?
A: 0.073 eV

---

Q: Look up the ΔE to the lowest compared entry with this formula, charge and spin of the fourth one.
A: 4.423 eV

---

Q: Which of these has the lowest ΔE to the lowest compared entry with this formula, charge and spin?
A: C8H9N2O3PtS5Sb